A structure of composition C24H39N2O2P3Pb at a distorted geometry, computed with the ωB97M-V functional and the def2-TZVPD basis.

Positions of all 71 atoms, in Å:
1 P -0.37 3.93 -0.75
2 C -0.72 5.07 0.69
3 H -1.03 6.07 0.37
4 H 0.14 5.10 1.39
5 H -1.52 4.58 1.28
6 C 1.38 4.14 -1.40
7 H 1.54 3.40 -2.21
8 H 2.06 3.80 -0.61
9 H 1.64 5.15 -1.74
10 C -1.31 4.26 -2.33
11 H -1.23 5.29 -2.69
12 H -2.37 4.00 -2.21
13 H -0.91 3.56 -3.08
14 P -3.51 -2.02 -0.98
15 C -4.96 -2.02 0.20
16 H -5.79 -2.67 -0.11
17 H -5.30 -0.98 0.34
18 H -4.56 -2.32 1.18
19 C -3.93 -1.41 -2.69
20 H -3.01 -1.50 -3.29
21 H -4.12 -0.33 -2.64
22 H -4.78 -1.92 -3.17
23 C -2.88 -3.71 -1.43
24 H -3.61 -4.37 -1.91
25 H -2.46 -4.21 -0.55
26 H -2.01 -3.54 -2.10
27 P 2.60 -2.53 1.72
28 C 2.66 -2.85 3.54
29 H 3.65 -3.18 3.91
30 H 1.88 -3.58 3.82
31 H 2.37 -1.90 4.04
32 C 3.02 -3.93 0.57
33 H 3.95 -4.46 0.83
34 H 3.10 -3.50 -0.45
35 H 2.19 -4.64 0.54
36 C 3.95 -1.38 1.13
37 H 4.97 -1.78 1.27
38 H 3.91 -0.40 1.62
39 H 3.77 -1.18 0.06
40 Pb 0.95 -0.41 -2.47
41 C -1.70 1.39 -0.26
42 O -2.72 1.37 0.33
43 C 0.27 -2.12 1.16
44 O -0.88 -2.29 1.50
45 C 1.77 -2.17 -3.83
46 C 2.83 -1.24 -3.60
47 C 2.69 0.11 -4.03
48 C 1.43 0.56 -4.52
49 C 0.38 -0.37 -4.75
50 C 0.53 -1.72 -4.33
51 H 1.87 -3.14 -3.38
52 H 3.67 -1.51 -2.96
53 H 3.48 0.83 -3.80
54 H 1.24 1.64 -4.53
55 H -0.60 0.02 -4.97
56 H -0.36 -2.32 -4.15
57 N 1.53 1.91 3.02
58 C 1.36 1.38 1.78
59 N 0.18 0.76 1.70
60 C -0.44 0.87 2.93
61 C -1.67 0.43 3.40
62 C -2.02 0.72 4.72
63 C -1.15 1.45 5.56
64 C 0.09 1.92 5.09
65 C 0.42 1.61 3.79
66 H 2.35 2.43 3.34
67 H 2.09 1.47 0.98
68 H -2.32 -0.13 2.73
69 H -2.98 0.37 5.13
70 H -1.46 1.66 6.59
71 H 0.78 2.50 5.69

Total charge = +4
DFT total energy = -65662.938 eV
LUMO (alpha / beta) = -13.266 / -13.259 eV

***

A structure of composition C24H39N4O7PS2Sn at a distorted geometry, computed with the ωB97M-V functional and the def2-TZVPD basis.

Positions of all 78 atoms, in Å:
1 Sn 0.36 -0.81 0.06
2 O 4.03 -2.89 -0.70
3 S 2.90 -2.43 0.06
4 O 1.62 -2.95 -0.44
5 O 2.82 -0.95 0.11
6 C 3.19 -2.95 1.75
7 C 4.48 -3.38 2.00
8 C 4.87 -3.74 3.28
9 C 3.94 -3.69 4.31
10 C 2.66 -3.25 4.06
11 C 2.28 -2.87 2.78
12 S 0.66 -2.13 2.68
13 O 0.05 -2.29 3.98
14 O -0.13 -2.72 1.60
15 O 0.91 -0.70 2.36
16 H 5.17 -3.43 1.17
17 H 5.88 -4.05 3.48
18 H 4.23 -3.97 5.32
19 H 1.91 -3.20 4.83
20 C -2.77 1.79 1.03
21 C -3.58 0.75 1.79
22 C -2.69 0.01 2.79
23 C -4.24 -0.23 0.87
24 C -5.60 -0.42 0.89
25 C -6.23 -1.34 0.06
26 C -5.48 -2.11 -0.82
27 C -4.11 -1.97 -0.91
28 C -3.30 -2.81 -1.85
29 C -2.55 -1.96 -2.87
30 C -2.32 -3.71 -1.10
31 C -3.42 -1.00 -0.06
32 N -2.16 -0.85 -0.12
33 H -2.35 2.51 1.73
34 H -3.38 2.32 0.30
35 H -1.95 1.30 0.51
36 H -4.38 1.26 2.34
37 H -1.91 -0.53 2.27
38 H -3.28 -0.70 3.37
39 H -2.23 0.72 3.47
40 H -6.20 0.15 1.59
41 H -7.30 -1.47 0.12
42 H -5.97 -2.84 -1.44
43 H -4.01 -3.46 -2.39
44 H -1.75 -1.42 -2.36
45 H -3.22 -1.25 -3.36
46 H -2.11 -2.60 -3.63
47 H -1.58 -3.10 -0.56
48 H -1.79 -4.33 -1.81
49 H -2.84 -4.34 -0.39
50 C 2.50 2.22 1.11
51 N 2.23 3.07 -0.03
52 C 3.21 4.11 -0.24
53 P 1.31 2.51 -1.31
54 O 0.27 1.57 -0.83
55 N 2.24 1.90 -2.60
56 C 3.52 1.30 -2.23
57 C 1.44 1.00 -3.40
58 N 0.54 3.83 -1.98
59 C -0.42 4.46 -1.11
60 C 1.07 4.66 -3.04
61 H 2.60 2.85 2.00
62 H 3.43 1.65 0.99
63 H 1.69 1.51 1.26
64 H 3.09 4.89 0.52
65 H 3.09 4.55 -1.22
66 H 4.23 3.72 -0.15
67 H 4.17 2.07 -1.82
68 H 3.99 0.90 -3.13
69 H 3.41 0.49 -1.50
70 H 0.48 1.47 -3.60
71 H 1.25 0.05 -2.88
72 H 1.95 0.79 -4.34
73 H -0.74 3.73 -0.37
74 H -1.28 4.80 -1.69
75 H 0.01 5.33 -0.59
76 H 1.83 4.10 -3.58
77 H 1.49 5.60 -2.66
78 H 0.25 4.92 -3.73

Energy relative to the best compared isomer or geometry (same formula, charge and spin) = 13.4 kcal/mol
DFT total energy = -82604.873 eV
LUMO (alpha / beta) = -1.924 / -1.152 eV

***

A structure of composition C24H40AlBCl3N6Si at a distorted geometry, computed with the ωB97M-V functional and the def2-TZVPD basis.

Positions of all 76 atoms, in Å:
1 Al 0.25 0.72 -0.50
2 C 0.85 -3.99 -2.43
3 C 0.18 -2.67 -2.42
4 C -0.64 -2.13 -3.40
5 C -1.04 -0.88 -2.93
6 N -0.49 -0.69 -1.72
7 N 0.26 -1.77 -1.42
8 B 0.77 -1.99 0.00
9 N -0.37 -1.55 0.92
10 N -0.86 -0.28 0.91
11 C -1.86 -0.25 1.81
12 C -1.99 -1.51 2.39
13 C -1.03 -2.31 1.79
14 C -0.77 -3.74 2.05
15 C -2.71 0.93 2.17
16 C -3.78 0.56 3.20
17 C -3.43 1.43 0.92
18 C -1.81 1.99 2.82
19 N 1.97 -1.12 0.39
20 N 1.81 0.20 0.63
21 C 2.93 0.65 1.23
22 C 3.80 -0.42 1.38
23 C 3.17 -1.52 0.83
24 C 3.70 -2.90 0.73
25 C 3.18 2.08 1.61
26 C 4.41 2.17 2.52
27 C 3.44 2.91 0.35
28 C 1.96 2.62 2.36
29 C -1.87 0.12 -3.66
30 C -3.02 -0.59 -4.39
31 C -0.96 0.82 -4.69
32 C -2.45 1.14 -2.70
33 H 0.75 -4.43 -3.42
34 H 1.91 -3.90 -2.20
35 H 0.40 -4.66 -1.71
36 H -0.91 -2.60 -4.32
37 H 1.04 -3.13 0.16
38 H -2.69 -1.83 3.13
39 H -1.47 -4.10 2.80
40 H -0.90 -4.32 1.13
41 H 0.24 -3.90 2.41
42 H -4.44 -0.22 2.82
43 H -3.32 0.22 4.13
44 H -4.37 1.44 3.42
45 H -4.07 0.64 0.54
46 H -4.05 2.29 1.15
47 H -2.72 1.71 0.14
48 H -1.44 1.62 3.77
49 H -0.95 2.21 2.18
50 H -2.36 2.90 3.00
51 H 4.77 -0.42 1.84
52 H 4.76 -2.91 1.00
53 H 3.17 -3.57 1.40
54 H 3.60 -3.28 -0.29
55 H 5.30 1.88 1.98
56 H 4.53 3.19 2.86
57 H 4.30 1.53 3.39
58 H 4.23 2.45 -0.24
59 H 2.55 2.98 -0.27
60 H 3.76 3.91 0.63
61 H 1.85 2.11 3.31
62 H 2.08 3.69 2.55
63 H 1.06 2.48 1.77
64 H -2.64 -1.33 -5.08
65 H -3.68 -1.09 -3.69
66 H -3.60 0.13 -4.95
67 H -0.58 0.11 -5.41
68 H -1.52 1.59 -5.21
69 H -0.11 1.29 -4.19
70 H -2.95 0.64 -1.87
71 H -1.66 1.77 -2.30
72 H -3.17 1.78 -3.21
73 Cl 1.59 1.27 -2.08
74 Si -0.49 3.15 -0.44
75 Cl 0.01 4.16 -2.08
76 Cl -1.42 4.53 0.70

Total charge = +1
DFT total energy = -87200.391 eV
LUMO = -4.452 eV

***

DFT total energy of number 3 (C24H40AlBCl3N6Si)?
-87200.391 eV